{
  "formula": "C9H12N4Si",
  "method": "the ωB97M-V functional and the def2-TZVPD basis",
  "species": ["C", "C", "C", "C", "C", "C", "C", "C", "C", "N", "N", "N", "N", "Si", "H", "H", "H", "H", "H", "H", "H", "H", "H", "H", "H", "H"],
  "positions_angstrom": [[-2.442, 1.890, 0.925], [2.734, -0.208, 0.742], [-2.280, 0.581, 0.545], [3.319, 1.035, 0.780], [-1.418, 2.627, 0.341], [1.563, -0.026, 0.031], [0.489, 1.787, -1.084], [-0.217, -2.100, -1.675], [-0.172, -2.073, 1.577], [-1.188, 0.414, -0.148], [2.602, 1.944, 0.134], [-0.687, 1.709, -0.286], [1.509, 1.236, -0.338], [0.067, -1.205, 0.003], [-3.267, 2.141, 1.538], [3.018, -1.178, 1.195], [-2.741, -0.373, 0.732], [4.276, 1.210, 1.259], [0.290, 1.116, -1.820], [0.791, 2.797, -1.416], [-0.522, -1.411, -2.447], [0.649, -2.696, -2.100], [-0.946, -2.938, -1.493], [0.090, -1.656, 2.599], [-1.086, 3.625, 0.519], [0.042, -3.070, 1.552]],
  "forces_ev_per_a": [[-1.0, 0.4, 0.1], [-0.9, -2.0, 0.2], [0.1, -1.5, 0.3], [0.6, 0.4, -0.1], [-0.6, -1.8, 1.0], [-0.9, -2.2, 0.1], [0.5, 2.4, 1.2], [0.7, -1.7, 0.8], [0.1, 3.8, -0.7], [1.4, 2.2, -0.9], [-0.5, 0.4, -0.5], [-0.5, -0.6, -0.4], [4.1, 0.9, 1.6], [0.5, -1.4, 1.6], [-0.4, 0.9, 0.4], [-0.1, 1.0, -0.3], [-0.8, 0.2, 0.7], [-0.2, 0.7, -0.2], [-0.4, -1.3, -3.0], [-0.6, -0.5, 0.2], [-0.5, 0.1, -0.3], [-0.5, 1.1, 0.7], [0.2, 1.2, -0.3], [-0.3, 0.0, -1.5], [0.0, 0.4, -0.4], [0.0, -2.8, -0.3]],
  "lumo_energy_ev": 0.1978,
  "orbital_gap_ha": 0.2396,
  "homo_energy_ha": -0.2324
}

***

{
  "formula": "C2H4N2O2S",
  "method": "the ωB97M-V functional and the def2-TZVPD basis",
  "species": ["N", "N", "C", "O", "C", "O", "S", "H", "H", "H", "H"],
  "positions_angstrom": [[2.537, -0.658, 0.003], [1.815, 0.539, -0.004], [0.478, 0.748, 0.005], [-0.032, 1.847, -0.004], [-0.439, -0.498, 0.004], [-0.064, -1.641, -0.007], [-2.143, 0.002, 0.002], [2.253, -1.211, -0.817], [2.288, -1.216, 0.826], [2.388, 1.369, 0.003], [-2.574, -1.288, 0.000]],
  "forces_ev_per_a": [[-0.3, -0.8, -0.3], [-0.1, 0.3, 0.1], [0.2, -0.3, -0.1], [0.0, 0.1, 0.0], [-0.2, -0.2, 0.0], [0.0, 0.2, 0.0], [0.0, -0.4, 0.0], [0.3, 0.3, 0.6], [0.1, 0.3, -0.4], [-0.1, 0.1, 0.0], [0.2, 0.4, 0.0]],
  "lumo_energy_ev": -0.1197,
  "orbital_gap_ha": 0.3521,
  "homo_energy_ha": -0.3565,
  "smiles": "NNC(=O)C(=O)S"
}

***

{
  "formula": "C18H35Cl12O3P",
  "method": "the ωB97M-V functional and the def2-TZVPD basis",
  "species": ["C", "C", "O", "C", "O", "O", "P", "C", "C", "C", "H", "H", "H", "H", "H", "H", "H", "H", "H", "H", "H", "Cl", "C", "C", "Cl", "H", "H", "H", "H", "Cl", "C", "C", "Cl", "H", "H", "H", "H", "Cl", "C", "C", "Cl", "H", "H", "H", "H", "Cl", "C", "C", "Cl", "H", "H", "H", "H", "Cl", "C", "C", "Cl", "H", "H", "H", "H", "Cl", "C", "C", "Cl", "H", "H", "H", "H"],
  "positions_angstrom": [[-2.478, -2.642, -0.221], [-1.359, -2.576, 0.524], [-0.141, -2.995, 0.030], [0.173, -2.607, -1.242], [-0.076, -1.540, -1.697], [0.902, -3.546, -1.847], [0.209, -4.135, -3.299], [0.692, -2.881, -4.543], [1.407, -5.474, -3.679], [2.022, -6.160, -2.455], [-2.766, -3.528, -0.779], [-3.151, -1.788, -0.209], [-1.337, -2.349, 1.589], [1.397, -2.159, -4.126], [-0.204, -2.397, -4.930], [1.191, -3.398, -5.369], [2.218, -5.058, -4.288], [0.886, -6.197, -4.314], [2.410, -5.431, -1.748], [2.865, -6.774, -2.784], [1.307, -6.819, -1.963], [-1.408, 2.984, -1.886], [-0.887, 1.501, -1.020], [-1.781, 1.172, 0.140], [-1.632, 2.351, 1.471], [0.142, 1.649, -0.708], [-0.917, 0.685, -1.737], [-1.495, 0.203, 0.545], [-2.827, 1.134, -0.156], [-5.507, 2.372, -3.799], [-4.756, 3.841, -3.119], [-5.746, 4.693, -2.369], [-6.955, 5.440, -3.448], [-4.302, 4.391, -3.939], [-3.972, 3.509, -2.441], [-5.219, 5.505, -1.871], [-6.282, 4.111, -1.624], [-0.606, -5.824, 2.896], [1.078, -5.342, 3.251], [1.886, -5.085, 2.010], [2.182, -6.590, 1.100], [1.525, -6.133, 3.847], [1.026, -4.436, 3.853], [2.859, -4.684, 2.290], [1.394, -4.383, 1.343], [1.229, 0.274, 2.857], [0.800, 1.755, 3.762], [1.498, 1.833, 5.093], [0.911, 0.596, 6.238], [-0.279, 1.773, 3.875], [1.095, 2.596, 3.144], [1.301, 2.805, 5.542], [2.572, 1.704, 4.987], [0.788, 5.035, 3.352], [0.355, 6.513, 4.253], [1.049, 6.584, 5.588], [0.460, 5.337, 6.718], [-0.726, 6.524, 4.365], [0.653, 7.360, 3.639], [0.852, 7.551, 6.048], [2.123, 6.457, 5.483], [2.834, 0.083, -4.227], [2.321, 1.607, -3.456], [3.024, 1.827, -2.141], [2.494, 0.630, -0.930], [1.242, 1.566, -3.323], [2.557, 2.414, -4.148], [2.777, 2.814, -1.752], [4.103, 1.750, -2.241]],
  "forces_ev_per_a": [[0.0, 0.1, 0.5], [-0.3, 0.1, -0.4], [-0.1, -1.4, 0.4], [0.4, -0.3, 0.3], [-0.4, 0.5, -0.3], [0.0, -0.1, 0.0], [-0.7, -0.3, -0.1], [0.2, -0.3, -0.1], [0.7, 0.3, 0.1], [0.0, -0.2, -0.3], [0.8, 0.6, -1.2], [-0.7, -0.7, 1.0], [0.4, 1.1, -0.4], [-0.2, 0.0, 0.0], [0.1, 0.2, 0.1], [-0.1, 0.1, 0.0], [-0.1, 0.0, 0.1], [-0.1, 0.1, 0.1], [-0.1, -0.1, 0.1], [-0.1, 0.0, 0.1], [0.0, 0.1, 0.2], [0.1, 0.0, 0.0], [0.0, 0.0, -0.1], [0.0, -0.2, 0.0], [-0.1, 0.1, 0.0], [-0.1, 0.0, 0.1], [0.0, 0.0, 0.0], [0.1, 0.0, 0.0], [0.0, 0.1, 0.0], [0.0, 0.0, 0.0], [0.1, 0.0, 0.0], [0.0, 0.0, 0.1], [0.0, 0.0, 0.0], [0.0, 0.0, 0.0], [0.0, 0.0, 0.0], [0.0, 0.0, 0.0], [0.0, 0.0, 0.0], [0.1, 0.0, -0.1], [0.0, 0.0, 0.2], [0.0, 0.1, 0.0], [0.0, 0.0, 0.0], [0.0, 0.0, 0.0], [0.0, 0.0, 0.0], [0.0, 0.0, 0.0], [-0.1, 0.0, 0.0], [0.0, -0.1, 0.0], [0.0, -0.1, 0.0], [0.1, 0.1, 0.0], [0.0, 0.0, 0.0], [0.0, -0.1, 0.0], [0.1, -0.1, 0.0], [0.0, 0.0, 0.0], [0.0, -0.1, 0.0], [-0.1, 0.2, 0.0], [0.0, 0.1, 0.0], [0.0, 0.1, 0.0], [0.0, 0.0, 0.0], [0.0, -0.1, 0.0], [0.0, 0.0, 0.0], [0.0, 0.0, 0.0], [0.0, 0.0, 0.0], [0.0, 0.1, -0.1], [0.0, 0.1, 0.0], [-0.1, 0.1, 0.0], [0.2, 0.0, 0.1], [0.0, 0.0, 0.0], [0.1, 0.0, 0.0], [-0.1, 0.0, 0.0], [0.0, -0.1, 0.0]],
  "lumo_energy_ev": 0.3506,
  "orbital_gap_ha": 0.3364,
  "homo_energy_ha": -0.3235,
  "smiles": "C=COC(=O)OP(C)CC.ClCCCl.ClCCCl.ClCCCl.ClCCCl.ClCCCl.ClCCCl"
}

***

{
  "formula": "C4H7ClS",
  "method": "the ωB97M-V functional and the def2-TZVPD basis",
  "species": ["S", "C", "C", "C", "C", "Cl", "H", "H", "H", "H", "H", "H", "H"],
  "positions_angstrom": [[-1.354, 1.666, -0.109], [-0.087, 0.842, 1.100], [0.426, -0.398, 0.314], [-0.445, -1.360, -0.394], [0.594, -0.429, -1.228], [2.377, -0.896, -1.354], [-1.770, 2.775, 0.721], [0.796, 1.284, 1.498], [-0.729, 0.713, 1.981], [1.342, -0.852, 0.732], [-0.208, -2.362, -0.420], [-1.471, -1.165, -0.688], [0.529, 0.183, -2.153]],
  "forces_ev_per_a": [[0.9, 1.6, 2.1], [-1.8, -1.0, -1.1], [-1.0, 1.6, 0.4], [1.1, 2.0, -2.5], [1.2, -1.1, 1.7], [-0.4, -0.7, -0.9], [0.7, -1.7, -1.2], [0.5, 1.5, -0.5], [0.3, -0.9, -0.3], [-0.9, 0.4, 0.1], [0.5, -2.1, 0.3], [0.1, 0.4, 0.4], [-1.1, 0.0, 1.5]],
  "lumo_energy_ev": 0.6562,
  "orbital_gap_ha": 0.3670,
  "homo_energy_ha": -0.3428,
  "smiles": "SC[C@H]1C[C@@H]1Cl"
}